# CH4F2OSi

The molecule CH4F2OSi in a non-equilibrium geometry (ωB97M-V with the def2-TZVPD basis set, the Open Molecules 2025 dataset).

Element x y z (Å)
C  -1.02604  -0.83538  -0.45024
O  0.34791  -0.62837  -0.31088
F  1.40683  0.41354  1.89953
F  0.00827  1.67905  0.33391
Si  1.16119  0.60765  0.33080
H  -1.23803  -1.06793  -1.54181
H  -1.41578  0.07211  -0.23628
H  -1.45781  -1.57826  0.19819
H  2.21345  1.33759  -0.22322

Properties
- HOMO energy: -11.4634 eV
- Multiplicity: 1
- LUMO energy: 0.9 eV

---

# CH4F2Si

A cluster of 2 separate species, CH4F2Si in total in a non-equilibrium geometry (ωB97M-V with the def2-TZVPD basis set, the Open Molecules 2025 dataset).

Element x y z (Å)
C  -0.23762  0.51298  0.37845
F  -1.09813  -0.58282  -2.95370
F  -1.34246  -2.22340  -1.07821
Si  -0.24826  -1.18182  -1.72737
H  0.75499  0.77931  0.15625
H  -0.96144  1.33569  0.28088
H  -0.40265  -0.17934  1.20425
H  0.85981  -2.11564  -2.19205

Properties
- HOMO energy: -9.3585 eV
- Multiplicity: 1
- LUMO energy: -0.4 eV

---

# CH4F2Si

The molecule CH4F2Si in a non-equilibrium geometry (ωB97M-V with the def2-TZVPD basis set, the Open Molecules 2025 dataset).

Element x y z (Å)
C  -1.06106  0.24982  -0.25224
F  -1.35607  1.34694  -1.00763
F  1.46561  0.38777  1.51530
Si  1.15955  -0.34289  0.09206
H  -1.56509  0.42756  0.66442
H  -1.32330  -0.62508  -0.76463
H  0.61334  -1.65510  0.59764
H  2.06703  0.21098  -0.84493

Properties
- HOMO energy (alpha / beta): -4.7494 / -12.3647 eV
- Multiplicity: 3
- LUMO energy (alpha / beta): 0.8 / -3.1 eV

---

ΔE to the lowest compared entry with this formula, charge and spin list, top to bottom, in kcal per mole: 0.93 60.36 92.01
E list, top to bottom, in eV: -16465.7801 -14415.3436 -14409.1873